No. 1
Density functional theory data (wB97M-V/def2-TZVPD) for a molecular structure, C16H12ClKN2O5S3 at a distorted geometry.

Properties
Charge   -2
Energy above the lowest of the compared OMol25 structures with the same formula, charge and spin   19.3 kcal per mole
HOMO   -0.973 eV

The geometry in XYZ format:
```
40
Properties=species:S:1:pos:R:3:forces:R:3
K -0.2187 -0.5377 0.9667 -1.9 1.3 -0.7
Cl 1.5617 -2.4551 2.8938 0.2 -0.1 0.2
S -2.5323 1.4487 0.2696 0.0 0.0 0.0
S 2.1074 1.4494 -0.5996 -0.2 -0.1 0.0
S -1.3756 -0.9438 -1.8687 0.0 0.0 -0.1
O 2.0866 1.7061 0.8692 0.0 0.0 -0.1
O 1.5698 -1.6749 1.6601 1.6 -1.3 0.8
O 1.1583 -1.5833 3.9743 0.1 -0.2 -0.1
O 2.8906 -2.9718 3.1354 -0.2 0.1 0.0
O 0.6174 -3.5350 2.7477 0.2 0.1 0.1
N -8.2320 -0.7847 0.2436 -0.1 0.0 0.0
N -6.8513 -3.6206 -2.4046 0.0 0.0 0.0
C -5.2859 -1.8078 -1.4175 -0.1 -0.2 -0.1
C -5.7581 -0.8353 -0.5222 -0.2 0.0 0.1
C -3.9449 -1.7850 -1.7803 0.1 0.0 0.0
C 3.3162 2.5903 -1.2885 0.1 0.0 0.1
C -3.5085 0.1710 -0.3961 0.0 -0.1 -0.1
C 3.0875 -0.6563 -2.0893 0.0 0.0 0.0
C 5.1986 -3.7255 -1.3241 0.0 0.0 0.0
C 4.4732 -2.4127 -1.1728 0.0 0.0 0.0
C -6.1594 -2.8106 -1.9638 0.2 0.2 0.1
C 3.7968 -1.8384 -2.2459 0.0 0.0 0.0
C -3.0202 -0.8371 -1.3090 -0.1 0.1 0.1
C 3.0902 -0.0289 -0.8537 0.0 0.0 0.1
C 3.7426 -0.5872 0.2319 0.1 0.0 0.0
C 4.4305 -1.7776 0.0651 0.1 0.0 0.0
C -7.1326 -0.8087 -0.1017 0.3 0.0 -0.1
C -4.8673 0.1147 -0.0391 0.0 0.0 0.0
H 2.4990 -0.2544 -2.9071 0.0 0.0 0.0
H 5.0287 -4.1589 -2.3101 0.0 0.0 0.0
H 2.9023 3.5929 -1.1876 0.0 0.0 0.0
H 4.8561 -4.4406 -0.5739 0.0 0.0 0.0
H 3.6460 -0.1231 1.2060 0.0 0.0 -0.1
H -5.2354 0.8645 0.6483 0.0 0.0 0.0
H 3.4744 2.3415 -2.3380 0.0 0.0 0.0
H -3.5845 -2.5373 -2.4695 0.0 0.0 0.0
H 4.8943 -2.2452 0.9268 0.0 0.0 0.0
H 4.2359 2.4835 -0.7125 0.0 0.1 0.0
H 6.2758 -3.5980 -1.1896 0.0 0.0 0.0
H 3.7833 -2.3455 -3.2039 0.0 0.0 0.0
```
Forces are in eV/Å.

Mulliken atomic charge list, values in e, 2 entries: number 1, K, carries 0.791; number 2, Cl, carries 1.688

No. 2
Density functional theory data (wB97M-V/def2-TZVPD) for a molecular structure, C16H12CrIN5O2 at a distorted geometry.

Properties
2S+1   5
Charge   0
Energy above the lowest of the compared OMol25 structures with the same formula, charge and spin   15.4 kcal per mole
HOMO (alpha / beta)   -8.680 / -8.810 eV

The geometry in XYZ format:
```
37
Properties=species:S:1:pos:R:3:forces:R:3
I -3.5757 2.3279 -1.7393 0.1 0.4 -0.1
Cr -1.5732 1.3278 -0.4468 -0.6 -1.7 0.3
O 3.0717 -1.6918 0.6218 0.0 -0.1 -0.1
O -1.9326 -0.5624 -0.6193 0.3 0.3 0.0
N -1.4643 -1.1452 5.2491 0.0 0.2 -0.1
N -1.8837 0.7801 3.7511 -0.2 0.1 0.6
N -0.9036 -3.9465 -0.3217 0.3 0.1 0.0
N -1.6634 1.4291 1.4382 0.0 0.1 0.1
N 0.2931 0.9074 -0.5536 0.3 0.6 -0.2
C 1.0098 5.0146 -0.8771 0.1 0.0 0.0
C -3.1380 -3.0103 -0.4516 0.0 0.0 0.0
C -0.3988 3.1364 -0.6787 0.3 0.5 -0.4
C 1.9794 2.7973 -0.7386 0.0 0.1 0.1
C -1.7509 1.0375 2.5472 0.1 -0.2 -0.1
C -1.0844 -1.5551 -0.5037 -0.1 0.1 0.0
C -1.6458 -2.8745 -0.4252 -0.1 -0.1 0.0
C 2.1174 4.1764 -0.8431 0.0 0.0 0.0
C -1.6483 -0.2702 4.5154 0.1 0.0 -0.3
C 0.7023 2.2617 -0.6673 -0.4 -0.2 -0.1
C 0.3212 -1.4528 -0.4915 0.0 0.0 0.0
C -0.2819 4.4910 -0.8124 -0.1 0.0 0.1
C 0.4508 -3.8249 -0.2905 -0.4 -0.2 0.0
C 2.6038 -2.6032 -0.3804 0.0 0.1 0.1
C 0.9636 -0.1847 -0.6029 0.2 0.1 0.0
C 1.1019 -2.6365 -0.3860 0.0 0.2 0.0
H 2.9814 -2.2978 -1.3615 0.0 0.1 -0.1
H 3.1108 4.6033 -0.9011 0.0 0.0 0.0
H 1.0094 -4.7486 -0.1841 -0.1 0.0 0.0
H -1.1454 5.1418 -0.8478 0.0 -0.1 0.0
H -3.5900 -2.4712 0.3835 0.0 0.0 0.0
H 2.8458 2.1477 -0.7017 0.0 0.0 0.0
H 2.9674 -3.6132 -0.1935 0.0 0.0 0.0
H 1.1429 6.0861 -0.9625 0.0 0.0 0.0
H 3.9166 -2.0009 0.9594 0.0 0.0 0.0
H -3.5487 -2.5730 -1.3640 0.0 0.0 0.0
H -3.4026 -4.0627 -0.3938 0.0 0.0 0.0
H 2.0419 -0.1406 -0.7262 0.0 0.0 0.0
```
Forces are in eV/Å.

Mulliken atomic charge list, values in e, 2 entries: number 1, I, carries -0.182; number 2, Cr, carries -0.025

No. 3
Density functional theory data (wB97M-V/def2-TZVPD) for 2 unconnected molecules or ions with the total composition C16H12F3N2 at a distorted geometry.

Properties
Charge   +1
HOMO   -11.537 eV

The geometry in XYZ format:
```
33
Properties=species:S:1:pos:R:3:forces:R:3
F -0.7008 3.8384 3.2596 -0.2 -1.2 -0.4
F -0.2280 -4.5390 -0.3162 0.7 0.9 0.1
F -3.5600 0.0992 2.6784 1.1 0.5 -0.1
N -0.1284 1.1947 -1.7298 -0.4 -0.4 0.9
N -1.7021 1.6215 -3.2376 -0.5 -0.2 0.5
C -1.3289 0.0001 1.8812 -0.5 -0.5 0.0
C 2.5695 -1.5277 -0.0705 0.1 0.5 0.2
C 0.6893 -3.5446 -0.2251 -0.4 0.1 0.1
C 1.0470 -0.0168 1.0341 -0.3 -0.3 -0.3
C -2.1324 1.9678 2.9776 -0.5 0.5 0.3
C 0.4538 1.6096 -2.8719 0.1 0.4 -1.3
C -0.5000 1.8824 -3.8245 1.0 0.1 0.0
C 0.1071 1.8974 2.1629 0.6 0.4 0.0
C 1.9652 -3.7356 -0.7336 -0.2 -0.5 -0.2
C 1.2828 -1.2899 0.4583 0.0 -0.2 0.0
C -0.0637 0.5839 1.6778 -0.8 0.4 0.5
C -2.3451 0.6797 2.5163 0.1 -0.2 -0.2
C -0.9029 2.5783 2.8019 0.0 0.1 0.1
C -1.4216 1.2034 -1.9558 -0.1 0.1 -0.3
C 0.3551 -2.3450 0.3613 -0.6 -0.5 0.0
C 2.9005 -2.7242 -0.6516 0.2 -0.1 -0.1
H 3.8923 -2.8804 -1.0470 0.0 0.0 0.0
H 1.5216 1.7130 -3.0030 -0.1 -0.1 0.1
H -2.6253 1.7174 -3.6703 0.7 -0.1 0.4
H -0.3267 2.2310 -4.8338 -0.5 -0.1 0.1
H 1.8935 0.6459 0.9688 0.3 0.1 0.0
H 1.0514 2.3969 2.0489 0.3 0.1 -0.1
H 2.2042 -4.6782 -1.1957 0.1 -0.2 -0.1
H -2.9279 2.5017 3.4674 -0.2 0.1 0.1
H 3.3108 -0.7513 -0.0056 0.2 0.2 0.0
H -1.5536 -0.9902 1.5528 -0.1 -0.3 -0.1
H -2.1549 0.9184 -1.2111 -0.1 0.1 -0.4
H -0.6417 -2.2578 0.7358 -0.3 0.0 0.1
```
Forces are in eV/Å.

Mulliken atomic charge list, values in e, 2 entries: number 1, F, carries -0.278; number 2, F, carries -0.285

No. 4
Density functional theory data (wB97M-V/def2-TZVPD) for a molecular structure, C16H12F6N4O5S6SbTc.

Properties
Charge   +2
Energy above the lowest of the compared OMol25 structures with the same formula, charge and spin   47.0 kcal per mole
HOMO (alpha / beta)   -13.562 / -13.563 eV

The geometry in XYZ format:
```
51
Properties=species:S:1:pos:R:3:forces:R:3
Sb 4.2016 -0.1945 -2.2424 0.0 0.1 0.1
Tc -0.1933 -0.6804 0.1196 0.0 0.2 -0.2
S 5.1351 -0.3693 -0.3204 -0.1 0.1 -0.1
S 0.3452 -3.3377 -2.8451 -0.1 -0.2 0.1
S 1.1504 -1.7042 -3.2293 0.1 0.2 0.0
S 1.3743 -0.4717 -1.6423 -0.1 -0.4 0.0
S -2.9149 -2.4570 -0.5688 0.0 0.3 -0.2
S -1.6973 -2.2057 1.7588 0.0 -0.1 -0.2
F -3.0896 -2.3956 3.9359 0.0 0.0 0.0
F -3.1674 -3.9263 -2.6665 0.0 0.0 0.0
F -2.0892 -4.8710 -1.0373 -0.1 0.0 -0.1
F -1.9021 -4.1507 3.4520 0.0 0.1 0.0
F -4.2498 -4.6528 -0.9287 0.1 0.0 0.0
F -0.9306 -2.3489 4.1893 -0.2 -0.1 -0.1
O -3.9968 -1.6209 -0.9379 0.1 -0.2 0.1
O -1.1470 0.5466 -1.0996 0.0 0.2 0.2
O -0.3370 -2.6043 1.3141 -0.1 0.0 0.0
O -1.5535 -2.0514 -1.0176 0.0 0.1 0.0
O -1.7055 -0.7258 1.7630 0.1 -0.1 0.0
N 1.4997 -0.7147 1.3726 0.0 -0.1 -0.1
N -2.8582 -2.8487 0.9753 0.0 0.1 0.1
N -0.8016 2.1944 0.4199 0.1 -0.1 0.1
N 0.0444 1.2288 0.8797 0.0 -0.2 0.0
C 0.7825 2.7184 2.6936 0.0 0.0 0.0
C 2.2919 -1.7876 1.4905 -0.1 0.0 0.0
C 0.7886 1.4541 1.9115 -0.1 0.1 -0.1
C -2.6694 3.8671 -0.9314 0.0 0.1 0.0
C -4.1319 2.7234 -3.0094 0.0 0.0 0.0
C -3.1656 1.9764 -2.3602 0.0 0.0 0.0
C -1.4330 1.7472 -0.6289 0.1 -0.2 0.0
C 3.4232 -0.8095 3.3462 0.0 0.0 0.0
C 3.2639 -1.8706 2.4656 0.0 0.0 0.0
C -1.9435 -2.8375 3.4826 0.1 0.0 0.1
C 1.6652 0.3307 2.2076 0.0 0.0 0.0
C -3.6330 4.6084 -1.5876 0.0 0.0 0.0
C 2.6200 0.3102 3.2088 0.1 0.0 0.1
C -2.4313 2.5490 -1.3210 -0.1 -0.1 -0.1
C -3.1351 -4.1098 -1.3561 0.1 -0.1 0.1
C -4.3630 4.0382 -2.6248 0.0 0.0 0.0
H 1.7903 3.1325 2.7597 0.0 0.0 0.0
H -2.1007 4.2975 -0.1184 0.0 0.0 0.0
H 2.7230 1.1591 3.8703 0.0 0.0 0.0
H 4.1670 -0.8544 4.1306 0.0 0.0 0.0
H 2.1069 -2.6036 0.8055 0.0 0.0 0.0
H -5.1202 4.6215 -3.1325 0.0 0.0 0.0
H -2.9883 0.9470 -2.6407 0.0 0.0 0.0
H 0.4364 2.5223 3.7113 0.0 0.0 0.0
H 3.8703 -2.7622 2.5397 0.0 0.0 0.0
H -4.7103 2.2826 -3.8098 0.0 0.0 0.0
H -3.8224 5.6310 -1.2908 0.0 0.0 0.0
H 0.1245 3.4454 2.2319 0.0 0.0 0.0
```
Forces are in eV/Å.

Mulliken atomic charge list, values in e, 2 entries: number 1, Sb, carries 0.898; number 2, Tc, carries 0.356

No. 5
Density functional theory data (wB97M-V/def2-TZVPD) for a single C16H12FNO2S molecule at a distorted geometry.

Properties
SMILES string   O=C(CCc1cccc(F)c1)n1sc2ccccc2c1=O
Charge   0
HOMO   -8.876 eV

The geometry in XYZ format:
```
33
Properties=species:S:1:pos:R:3:forces:R:3
S 1.9466 -2.4971 -1.9357 0.1 0.1 0.6
F -3.9377 5.0169 -0.5776 -0.1 -1.0 0.3
O 1.5934 0.1811 0.7572 -0.6 -1.3 -1.1
O -0.5262 -1.0177 -2.5826 1.1 -0.1 1.2
N 1.1021 -1.2803 -1.0247 0.3 0.5 0.8
C -2.3528 0.3801 -1.0711 -0.5 0.5 -1.1
C 3.2081 -2.5316 -0.6738 0.4 -0.3 -0.3
C -0.8937 0.3271 -0.6804 0.8 -0.7 0.9
C -3.4810 1.1803 0.9955 -0.8 1.4 0.9
C -0.0816 -0.6849 -1.4844 -1.5 -0.5 -2.0
C -3.2433 2.7336 -0.7910 -0.1 1.3 -1.3
C 5.1164 -2.2850 1.3572 -0.7 0.5 -0.4
C -3.8725 3.7504 -0.0723 0.7 -0.8 0.6
C 5.3029 -3.2342 0.3409 -1.7 0.6 -0.4
C -4.1246 2.1833 1.7578 0.5 -0.2 -1.1
C 3.0415 -1.5650 0.3025 1.1 -1.5 0.0
C 4.3317 -3.3629 -0.6613 0.3 0.1 -0.3
C -3.0572 1.4695 -0.2840 0.2 -0.9 0.1
C 1.8372 -0.8258 0.0799 -0.3 3.2 1.7
C -4.3009 3.4780 1.2217 -0.3 0.3 0.4
C 4.0037 -1.4213 1.3293 0.1 -0.4 -0.3
H -0.8654 0.0773 0.3914 0.4 0.3 -0.3
H -2.8039 -0.5964 -0.8953 -0.1 0.0 0.1
H 3.8681 -0.6360 2.0758 0.0 -0.3 -0.2
H -3.2885 0.2049 1.4060 -0.1 -0.2 0.2
H 5.8533 -2.2106 2.1445 0.0 0.1 0.0
H -0.4216 1.2911 -0.8295 0.2 0.3 0.2
H 6.1567 -3.8719 0.3062 0.5 -0.3 0.1
H 4.4830 -4.0323 -1.5012 0.1 -0.2 0.2
H -4.7328 4.3114 1.7987 0.1 -0.6 -0.2
H -4.4654 1.9162 2.7484 0.0 0.3 0.1
H -2.4956 0.5877 -2.1435 0.3 -0.1 0.3
H -2.9001 2.9642 -1.8045 -0.1 -0.1 0.3
```
Forces are in eV/Å.

Mulliken atomic charge list, values in e, 2 entries: number 1, S, carries -0.121; number 2, F, carries -0.301

No. 6
Density functional theory data (wB97M-V/def2-TZVPD) for a molecular structure, C16H12InN6O.

Properties
Charge   +1
HOMO   -11.833 eV

The geometry in XYZ format:
```
36
Properties=species:S:1:pos:R:3:forces:R:3
In 0.3106 -0.4330 -0.1162 0.4 -0.1 -0.1
O 0.1524 -2.3893 -0.7585 0.0 0.0 -0.1
N 1.5453 0.9505 -3.7865 0.2 -0.4 0.1
N -0.0259 0.7154 1.7360 -0.1 -0.1 0.2
N 1.3265 0.7336 -1.3917 -0.2 0.0 0.1
N 1.2947 2.5593 -5.6395 0.0 0.0 0.0
N 1.1857 -1.6191 1.4260 0.1 0.0 0.0
N 1.5890 -2.8446 1.0223 0.0 0.0 0.1
C 1.9842 -6.8497 -1.9573 0.0 0.0 0.0
C 0.6594 0.1944 2.7851 0.0 -0.1 -0.1
C 0.6688 0.8478 4.0028 0.0 0.0 0.0
C 2.6875 -6.4276 -0.8358 0.0 0.0 0.0
C 1.3879 0.8717 -2.5851 -0.1 0.2 -0.1
C 1.3426 -4.4373 -0.7582 0.1 0.0 0.0
C 1.3370 -1.1309 2.5969 -0.1 0.2 0.0
C 0.9603 -6.0702 -2.4783 0.0 0.0 0.0
C 2.0470 -1.8126 3.7099 0.0 -0.1 0.0
C 2.3687 -5.2257 -0.2326 0.0 0.0 0.0
C 0.6391 -4.8626 -1.8842 0.0 0.0 0.0
C 1.3982 1.8292 -4.7554 -0.1 0.3 -0.1
C -0.6919 1.8639 1.8745 0.0 0.1 0.0
C 1.0145 -3.1524 -0.1335 -0.2 0.0 0.0
C -0.7190 2.5607 3.0675 0.0 0.0 0.0
C -0.0254 2.0423 4.1470 0.0 0.0 0.0
H 0.4133 -6.4047 -3.3489 0.0 0.0 0.0
H -0.0234 2.5589 5.0969 0.0 0.0 0.0
H 1.3381 -2.1504 4.4690 0.0 0.0 0.0
H 1.2106 0.4222 4.8342 0.0 0.0 0.0
H 2.9078 -4.8887 0.6410 0.0 0.0 0.0
H 2.5763 -2.6775 3.3197 0.0 0.0 0.0
H -1.2722 3.4855 3.1360 0.0 0.0 0.0
H -0.1550 -4.2494 -2.2852 0.0 0.0 0.0
H 2.7577 -1.1372 4.1864 0.0 0.0 0.0
H 2.2366 -7.7903 -2.4283 0.0 0.0 0.0
H -1.2108 2.2344 0.9997 0.0 0.0 0.0
H 3.4846 -7.0378 -0.4339 0.0 0.0 0.0
```
Forces are in eV/Å.

Mulliken atomic charge list, values in e, 2 entries: number 1, In, carries 1.413; number 2, O, carries -0.802